31
Properties=species:S:1:pos:R:3:forces:R:3 method="wB97M-V/def2-TZVPD" multiplicity=3 mol_weight_g_mol=340.831 total_energy_ha=-2696.5949 relative_energy_kj_mol=0.0 charge=-1 homo_ev="-4.7 / -4.7" e_lumo_ev="1.7 / 1.7"
Ni 0.093404 -0.065562 -0.130007 -0.4 1.2 -2.5
N -0.498727 -0.623715 -3.250214 1.2 0.4 -5.0
O 0.552320 -0.261761 -3.697135 3.1 1.0 0.3
O -1.340258 -0.896412 -4.127554 -2.3 -0.8 1.7
O -0.634483 -0.726056 -2.040422 -2.0 -1.1 4.1
N 2.974949 0.437597 -1.344136 1.6 1.0 -4.1
O 4.016658 -0.109495 -1.044116 1.7 -1.1 1.4
O 2.898208 1.088747 -2.373471 -0.1 0.7 -0.2
O 1.987208 0.290230 -0.652967 -3.3 -0.7 3.7
N -0.895730 2.603026 -1.839756 -0.7 -2.7 -3.7
O -0.012782 2.918233 -2.600207 1.3 1.8 -0.1
O -2.078821 2.651387 -2.239488 -0.6 0.8 1.5
O -0.593851 1.900251 -0.849691 -0.1 -0.6 3.4
C -3.112007 -0.066253 0.369030 -3.0 -0.1 -0.3
O -1.934221 -0.743643 0.568977 2.9 0.2 0.5
H -3.678708 -0.579073 -0.408123 -0.1 0.2 -0.3
H -3.716243 -0.157456 1.271625 -0.2 0.2 0.3
H -3.071556 0.985560 0.085945 1.0 -0.2 0.0
H -2.067070 -1.689315 0.667351 -0.1 0.1 -0.3
C 1.406244 1.412262 2.388815 -0.1 0.2 0.7
O 0.261581 0.801471 1.819471 -0.3 -0.5 -1.1
H 1.113746 2.351333 2.858594 0.1 0.1 0.0
H 1.749129 0.730056 3.166713 0.6 0.1 0.0
H 2.155817 1.613358 1.623454 -0.2 -0.4 0.0
H -0.453999 0.703157 2.451836 0.0 0.1 -0.1
C 0.830987 -2.363049 1.908382 0.1 -0.8 0.4
O 0.652110 -1.980881 0.544592 -0.2 0.4 0.8
H 0.410837 -1.666187 2.633603 -0.2 0.3 -0.6
H 0.335891 -3.323113 2.054195 -0.1 -0.1 0.2
H 1.872154 -2.488272 2.205706 0.2 0.1 -0.4
H 0.777210 -2.746426 -0.020999 0.1 0.2 -0.3